1.
93
Properties=species:S:1:pos:R:3:forces:R:3:lowdin_spin:R:1 method="wB97M-V/def2-TZVPD" s2=2.34 spin_multiplicity=3 homo_energy_ev="-17.7 / -18.7" charge=+4 relative_energy_kcal_mol=46.9
N -5.5841 3.4482 -4.2652 -0.18 0.22 0.13 0.086
C -5.5656 3.8938 -3.0089 0.13 -0.13 0.23 -0.013
C -4.7667 3.3299 -2.0150 0.09 -0.19 0.13 0.079
C -3.9136 2.2366 -2.3414 0.03 0.18 0.17 0.029
C -3.9934 1.7649 -3.6907 0.22 -0.02 -0.18 0.066
C -4.8296 2.4057 -4.5994 0.39 -0.44 0.24 -0.013
C -2.9391 1.6840 -1.4250 -1.89 0.56 -0.89 0.248
W -0.7758 0.8050 -0.2637 2.10 -2.43 4.55 0.171
P 3.5143 -0.6528 -0.5064 -0.32 -0.88 0.84 0.061
C -1.9267 0.8403 -1.9867 0.51 -0.18 -1.16 0.044
C -0.6407 1.5021 -2.2328 -0.92 0.14 -1.19 0.028
C 0.4240 0.7852 -2.7960 -0.67 0.76 -0.31 0.015
C 1.7088 1.2187 -2.4869 1.23 -0.73 -1.05 0.085
C 1.9197 1.8478 -1.2879 -0.13 1.93 -1.63 0.258
C 0.9008 2.6458 -0.7884 -1.20 1.28 0.13 0.066
C -0.3932 2.5959 -1.3497 0.59 1.15 -1.04 0.003
Br 1.4754 -0.4827 0.5421 0.07 -0.88 0.25 0.010
H -3.0045 1.9085 -0.3429 -0.03 0.03 0.01 0.016
H -2.2208 0.0387 -2.6585 0.10 0.13 0.11 0.007
H -4.7738 3.7486 -1.0123 -0.02 -0.06 -0.11 0.003
H -3.4123 0.9120 -4.0592 -0.25 0.41 0.24 0.003
H -6.2171 4.7367 -2.7827 0.16 -0.15 -0.04 -0.002
H -4.8831 2.0646 -5.6376 -0.03 0.12 0.36 -0.002
H 0.1527 0.0107 -3.5187 0.49 0.16 0.06 0.002
H -1.1879 3.2733 -1.0590 0.47 0.44 -0.36 0.004
H 2.5232 1.0689 -3.2023 -0.14 -0.37 0.53 0.005
H 1.0875 3.4897 -0.1267 0.15 -0.51 0.08 0.005
P -1.4858 -1.6075 -0.4738 -1.02 -0.51 -0.40 0.005
C 3.9105 1.0432 -0.1100 2.37 -0.86 1.05 0.421
C 5.2736 1.6157 -0.3645 0.04 0.77 -0.43 0.053
H 3.6263 1.2398 0.9318 -0.25 -0.38 -0.28 0.009
H 3.0380 1.8210 -0.7860 -1.15 0.42 -0.68 0.079
H 5.2553 2.6258 0.0849 0.29 -0.34 -0.41 0.003
H 6.0826 1.0659 0.1357 -0.22 -0.03 -0.14 0.025
H 5.4780 1.6856 -1.4394 0.24 0.08 0.26 0.005
C 3.2289 -1.4332 -2.1009 0.20 0.35 -1.17 0.003
C 4.3837 -2.2824 -2.6496 0.37 -0.32 0.07 0.002
H 3.0161 -0.6600 -2.8356 -0.06 -0.19 0.13 0.001
H 2.3213 -2.0373 -2.0107 0.15 0.07 0.27 0.000
H 4.0916 -2.6450 -3.6440 0.07 0.16 0.25 0.000
H 5.3047 -1.6950 -2.7649 -0.19 -0.23 0.04 0.000
H 4.5770 -3.1673 -2.0293 0.00 0.26 -0.33 0.000
C 4.4144 -1.8952 0.4508 0.26 -0.21 0.47 0.023
C 5.4262 -1.3973 1.4792 0.37 0.24 0.54 0.003
H 4.9508 -2.5329 -0.2581 -0.26 0.21 -0.12 0.001
H 3.6609 -2.5481 0.9119 -0.02 0.14 -0.07 0.003
H 5.6358 -2.2094 2.1907 -0.10 0.29 -0.22 0.000
H 6.3900 -1.1377 1.0160 -0.40 -0.03 0.09 0.000
H 5.0693 -0.5297 2.0516 0.10 -0.26 -0.05 0.001
C -1.3822 -2.6636 1.0198 0.16 0.40 0.26 0.009
C -1.6778 -4.1402 0.7714 -0.06 -0.32 0.11 0.002
H -2.0891 -2.2405 1.7492 0.12 -0.14 -0.22 0.000
H -0.3696 -2.5245 1.4318 -0.22 -0.14 -0.04 0.000
H -2.7095 -4.3143 0.4403 0.29 0.09 0.09 0.000
H -0.9930 -4.5847 0.0399 -0.18 0.06 0.15 0.000
H -1.5452 -4.6870 1.7139 -0.04 0.05 -0.25 0.001
C -0.3275 -2.3886 -1.6851 0.45 0.12 0.02 0.005
C -0.8936 -2.8030 -3.0380 -0.12 -0.28 -0.37 0.001
H 0.1389 -3.2468 -1.1839 -0.13 0.09 -0.08 0.000
H 0.4848 -1.6718 -1.8586 -0.31 -0.12 0.13 0.002
H -1.5433 -3.6863 -2.9723 0.13 0.33 0.00 0.000
H -1.4508 -1.9990 -3.5387 0.08 -0.19 0.14 0.000
H -0.0596 -3.0737 -3.7005 -0.24 0.02 0.13 0.000
C -3.1819 -1.9518 -1.1042 0.16 0.00 -0.26 -0.007
C -4.2949 -1.5318 -0.1484 -0.20 -0.01 0.05 0.004
H -3.2393 -3.0301 -1.3220 0.08 0.32 0.09 -0.001
H -3.2961 -1.4454 -2.0739 -0.03 -0.24 0.30 0.000
H -5.2620 -1.7496 -0.6184 0.20 0.05 0.18 0.000
H -4.2571 -2.0864 0.7973 -0.04 0.13 -0.19 0.000
H -4.2732 -0.4556 0.0692 0.02 -0.20 -0.01 0.003
C 0.5516 0.1821 4.9417 0.30 0.11 0.44 0.001
N -0.2857 -0.5511 3.9471 0.05 0.21 -0.82 0.002
C -0.7546 -1.8405 4.5302 -0.12 -0.27 0.13 0.000
C -1.4453 0.3048 3.3988 -0.71 -0.22 0.02 0.004
C -0.8895 1.6121 2.9470 -1.24 1.23 -0.34 0.028
C -1.0135 2.7394 3.7782 0.61 -0.49 0.17 -0.003
C -0.0463 3.7409 3.6819 -0.24 0.49 -0.09 0.035
C 1.0306 3.5715 2.8050 0.21 -0.45 0.38 -0.006
C 1.0328 2.4590 1.9599 0.14 1.11 -0.57 0.027
C -0.1355 1.6887 1.7410 0.00 -1.87 1.23 -0.008
H -0.1057 0.6576 5.6776 0.18 -0.09 -0.18 0.000
H 1.1786 0.9248 4.4418 -0.27 -0.03 0.06 0.001
H 1.1928 -0.5474 5.4477 -0.15 0.20 -0.12 0.000
H 0.3175 -0.7414 3.1215 -0.42 0.06 0.66 0.000
H -1.4995 -1.6121 5.2997 0.19 -0.13 -0.14 0.000
H -1.1880 -2.4720 3.7512 0.00 0.20 0.19 0.000
H 0.1072 -2.3455 4.9797 -0.29 0.07 -0.10 0.000
H -1.9178 -0.2782 2.5924 0.24 0.08 0.20 0.001
H -2.1678 0.4101 4.2202 0.26 -0.04 -0.14 0.000
H -1.8169 2.7915 4.5217 0.52 -0.12 -0.04 0.000
H -0.0782 4.6036 4.3469 -0.10 -0.13 -0.26 0.002
H 1.8605 4.2918 2.7756 -0.32 -0.51 0.27 -0.001
H 1.9672 2.2461 1.4206 -0.67 0.41 -0.19 0.000

---

2.
58
Properties=species:S:1:pos:R:3:forces:R:3:nbo_charge:R:1 method="wB97M-V/def2-TZVPD" spin_multiplicity=1 homo_energy_ev=-1.1 charge=-2
Pd 1.2771 -0.1030 -1.5919 -0.08 -0.12 -0.25 0.098
C 3.7896 -1.8109 -1.3781 0.02 0.03 0.09 -0.698
C 2.9405 -1.3284 -2.5430 -0.12 -0.22 -0.49 0.436
O 1.7887 -1.8406 -2.6782 0.19 -0.03 0.27 -0.646
C 3.5843 -0.5882 -3.6425 0.14 0.02 0.18 -0.237
C 4.9772 -0.6307 -3.7621 0.03 -0.01 -0.01 -0.175
C 5.6728 -0.0117 -4.7852 -0.09 0.03 -0.03 -0.370
C 4.9297 0.7181 -5.7302 0.05 -0.03 0.05 -0.206
C 3.5675 0.8194 -5.6338 -0.01 0.00 -0.02 -0.338
C 2.7966 0.1913 -4.5817 -0.09 0.03 -0.02 0.423
O 1.5565 0.3556 -4.4990 0.02 0.03 -0.02 -0.722
H 3.1238 -2.1612 -0.5922 0.00 -0.01 0.00 0.233
H 4.4257 -1.0178 -0.9869 0.00 -0.01 0.01 0.220
H 4.4248 -2.6437 -1.7001 0.01 0.00 -0.01 0.196
H 5.5445 -1.1942 -3.0288 -0.01 0.01 0.01 0.183
H 6.7515 -0.0853 -4.8508 0.01 0.00 0.00 0.180
H 5.4458 1.2192 -6.5459 0.00 0.00 -0.01 0.176
H 2.9997 1.4010 -6.3529 0.00 0.00 0.00 0.189
C -5.4842 -0.2099 4.7184 0.01 0.02 0.01 -0.618
C -4.2782 -0.6973 3.9605 -0.04 -0.03 0.07 -0.006
C -3.5197 -1.7787 4.5071 -0.02 0.04 -0.04 -0.349
C -2.3453 -2.1556 3.9205 0.06 -0.02 -0.01 0.056
C -1.5169 -3.2162 4.6113 -0.02 0.01 -0.01 -0.633
C -1.8957 -1.5446 2.7082 0.12 -0.09 0.06 -0.254
C -0.5097 -1.6189 2.3922 -0.23 0.11 -0.02 0.339
O 0.0782 -1.0100 1.4897 0.12 -0.11 -0.03 -0.674
C -2.8082 -0.6497 2.0136 -0.13 0.08 0.09 0.189
C -2.0123 -0.8583 -0.3646 -0.08 0.01 -0.01 0.105
C -3.9211 -0.1283 2.7856 0.13 -0.08 -0.07 -0.262
H -6.1864 -1.0269 4.9076 0.00 -0.01 -0.01 0.196
H -6.0053 0.5698 4.1628 0.00 0.00 0.01 0.209
H -5.1960 0.1965 5.6928 0.00 0.00 0.00 0.197
H -3.8481 -2.2589 5.4237 -0.02 0.01 0.00 0.179
H -2.1072 -3.6797 5.4033 0.00 0.00 0.00 0.198
H -0.6170 -2.7993 5.0689 0.00 0.01 0.00 0.208
H -1.1965 -3.9962 3.9187 0.00 0.00 0.00 0.211
H 0.0957 -2.2552 3.0623 0.00 -0.01 0.02 0.097
H -0.8511 -2.2610 0.1600 0.07 -0.01 0.00 0.490
H -1.1057 -0.2851 -0.5950 0.01 0.01 0.09 0.170
H -2.7266 -0.7340 -1.1762 0.02 0.00 0.01 0.185
H -4.4884 0.6737 2.3383 0.00 0.01 -0.01 0.239
O -3.4601 0.7922 0.3333 0.03 -0.03 0.05 -0.718
N -2.7179 -0.2286 0.7676 -0.05 0.12 -0.15 -0.012
O -1.7392 -2.2142 -0.2148 -0.01 -0.01 0.03 -0.724
O 2.5405 2.6151 -0.2944 -0.29 -0.13 -0.05 -1.018
S 1.3019 1.8731 -0.7065 0.38 0.40 0.17 1.312
C 0.0978 2.1914 0.6308 0.02 0.02 0.07 -0.627
C -0.9554 3.1750 0.1193 0.03 0.03 0.00 -0.424
C -0.2902 3.9988 -0.9871 0.02 -0.05 -0.02 -0.416
C 0.4298 2.9760 -1.8545 -0.07 0.00 0.05 -0.613
H 0.7346 2.6157 1.4093 -0.04 0.02 0.00 0.227
H -0.3010 1.2407 0.9781 -0.04 -0.02 -0.01 0.275
H -1.3237 3.8026 0.9341 0.00 -0.01 0.00 0.201
H -1.8138 2.6180 -0.2635 0.00 -0.01 -0.02 0.248
H 0.4402 4.6939 -0.5629 0.00 0.00 0.01 0.199
H -1.0143 4.5795 -1.5635 -0.01 -0.01 0.01 0.200
H 1.1849 3.3598 -2.5378 0.01 0.00 0.00 0.244
H -0.2645 2.3462 -2.4142 -0.01 0.02 -0.01 0.237

---

3.
132
Properties=species:S:1:pos:R:3:forces:R:3:mulliken_charge:R:1 method="wB97M-V/def2-TZVPD" spin_multiplicity=1 homo_energy_ev=-11.9 charge=+1
O -1.6686 -0.4897 3.8079 -0.43 -2.00 -0.67 -0.576
P -2.5748 -1.5458 3.2590 0.01 3.72 1.52 0.732
O -4.0000 -1.5405 4.1327 1.93 -1.32 -1.80 -0.094
O -2.9935 -1.0716 1.7239 0.25 -1.81 1.15 -0.244
C -1.7679 -3.2379 3.3493 0.89 0.23 -1.03 0.282
C -1.1645 -3.6283 1.9491 0.42 -0.65 -1.80 -0.198
C 0.2850 -3.7116 1.6676 -2.45 -0.42 -1.95 -0.921
C 0.6949 -4.0526 0.2708 -2.41 0.09 0.24 -0.063
C -0.3299 -4.2896 -0.7568 1.76 1.08 3.01 -0.500
S 0.0017 -4.6783 -2.5116 -4.58 -3.20 -2.48 1.365
O -0.9653 -3.9739 -3.3510 1.94 0.76 1.71 -0.589
O -0.2344 -6.1184 -2.6539 1.66 1.68 1.20 -0.665
C 1.7498 -4.3404 -3.0560 1.36 -0.42 -1.39 0.393
F 1.7743 -4.6210 -4.4074 -0.58 0.22 2.17 -0.203
F 2.5737 -5.2644 -2.4643 -1.07 1.51 -0.16 -0.239
C 2.2313 -2.8346 -2.9054 0.61 0.84 -1.17 0.458
F 1.5307 -2.1072 -1.9658 1.26 -1.62 -1.07 0.106
F 2.0223 -2.2229 -4.1476 1.61 -1.70 2.27 -0.430
C 3.8193 -2.7869 -2.7010 0.42 2.05 -0.04 0.408
F 4.1989 -1.4540 -2.7864 -0.84 -2.49 -0.39 -0.153
F 4.1972 -3.2089 -1.4648 -0.81 -0.15 -1.82 -0.197
F 4.4046 -3.4672 -3.7245 -1.00 1.04 2.44 0.021
N -1.6789 -4.2305 -0.4239 1.12 0.27 1.00 0.111
C -2.1279 -3.9274 0.8320 2.43 0.54 2.24 -0.034
H -4.0753 -2.3742 4.6419 -0.26 0.43 -0.14 0.096
H -2.1712 -0.8803 1.2193 -0.50 0.25 0.47 0.172
H -0.9083 -3.1411 4.0842 -1.23 0.14 -1.42 -0.221
H -2.4562 -4.0075 3.7683 0.56 0.81 -0.52 0.590
H 1.0326 -3.5159 2.4780 -0.75 -0.20 -0.98 0.543
H 1.7768 -4.1169 0.0037 -1.12 0.07 0.24 0.447
H -2.3905 -4.4072 -1.1513 0.50 0.10 0.16 0.326
H -3.2721 -3.8756 1.0601 3.12 -0.29 0.06 0.673
C -3.2916 2.8183 5.2887 0.09 -0.19 -0.04 0.251
Cl -3.7132 4.5197 5.0133 0.08 -0.14 0.06 -0.110
Cl -3.7903 1.8503 3.8901 -0.07 0.31 0.13 0.009
Cl -1.5444 2.6759 5.5314 -0.43 -0.44 -0.44 -0.009
Cl -4.1314 2.2285 6.7358 0.05 0.08 -0.12 -0.123
C -6.1286 -3.5361 -0.8047 -0.80 0.11 -0.43 0.151
Cl -6.1527 -3.0198 -2.4969 0.15 -0.09 0.28 -0.080
Cl -4.4344 -3.7604 -0.2755 -2.48 0.34 -1.26 -0.181
Cl -6.8829 -2.3009 0.2107 0.50 -0.68 -0.35 -0.039
Cl -7.0046 -5.0637 -0.6377 0.27 0.21 0.03 -0.083
C 6.8420 -4.4702 -6.1433 0.11 -0.04 -0.14 0.215
Cl 6.8590 -3.7654 -7.7677 0.02 -0.15 0.22 -0.038
Cl 7.8780 -5.9072 -6.1120 -0.14 0.17 0.03 -0.095
Cl 7.4461 -3.2793 -4.9748 -0.07 -0.08 -0.10 -0.067
Cl 5.1815 -4.9300 -5.7140 0.37 -0.36 -0.61 -0.056
C 0.5985 4.7175 8.4535 -0.12 0.22 0.03 0.282
Cl -0.6921 5.0003 7.2727 0.40 0.35 0.48 -0.054
Cl 0.0743 5.3018 10.0406 -0.06 0.15 -0.36 -0.093
Cl 0.9548 2.9667 8.5234 -0.16 0.46 -0.68 -0.141
Cl 2.0571 5.5895 7.9556 -0.50 -0.40 0.13 0.012
C -6.2744 -3.3723 6.9457 -0.30 0.29 0.24 0.200
Cl -7.0483 -4.4059 8.1557 0.17 0.10 -0.22 -0.090
Cl -5.3960 -2.0637 7.7540 -0.05 -0.18 -0.16 -0.062
Cl -5.1316 -4.3430 5.9865 0.08 -0.05 -0.03 -0.004
Cl -7.5060 -2.6863 5.8734 0.20 -0.10 0.08 -0.043
C -1.3615 -0.1237 -4.7174 0.03 -0.04 -0.12 0.067
Cl -2.7897 -1.0420 -4.1954 0.08 0.06 0.01 -0.074
Cl -1.2658 1.3889 -3.8082 -0.07 -0.02 0.03 -0.054
Cl 0.0991 -1.0756 -4.4018 -1.66 1.13 -0.47 0.107
Cl -1.4865 0.2290 -6.4489 0.00 -0.07 0.51 0.013
C 0.7850 1.0987 -0.2297 0.19 0.59 0.10 -0.083
Cl 1.7245 1.3261 1.2533 -0.17 -0.16 -0.20 -0.112
Cl -0.0786 -0.4600 -0.1630 -0.21 -0.10 0.09 0.098
Cl -0.3800 2.4260 -0.3886 0.19 -0.36 0.01 -0.096
Cl 1.8703 1.0706 -1.6221 -0.12 0.01 0.10 0.123
C 6.0592 -0.1493 -9.3831 0.03 0.03 -0.10 0.214
Cl 5.6639 1.5393 -9.7475 0.04 -0.20 0.06 -0.081
Cl 5.5382 -1.1829 -10.7256 0.06 0.09 0.17 -0.094
Cl 7.8097 -0.3119 -9.1560 -0.20 0.01 0.00 -0.066
Cl 5.2239 -0.6449 -7.8986 -0.01 0.09 -0.13 0.007
C -2.7605 2.0874 -9.9478 -0.08 0.08 0.03 0.405
Cl -4.1613 2.2582 -8.8752 0.15 -0.05 -0.12 -0.096
Cl -3.3215 1.8216 -11.6152 -0.32 -0.57 0.90 -0.123
Cl -1.7763 3.5568 -9.8667 -0.13 -0.23 0.15 -0.095
Cl -1.7855 0.6986 -9.4297 -0.08 0.11 -0.36 -0.094
C -10.0368 0.3473 2.0259 -0.19 0.09 0.22 0.241
Cl -9.7077 1.2074 3.5393 -0.18 -0.65 0.05 -0.041
Cl -11.1688 -0.9804 2.3361 0.16 0.13 -0.08 -0.113
Cl -10.7469 1.4650 0.8442 0.00 -0.38 0.06 -0.093
Cl -8.5180 -0.3070 1.3784 -0.37 0.51 0.24 0.051
C 6.7784 -0.7122 -0.2298 0.16 0.20 0.01 0.202
Cl 5.2333 -0.0003 -0.7643 0.45 0.16 0.52 -0.006
Cl 7.0564 -0.3079 1.4732 -0.08 -0.04 -0.20 -0.099
Cl 6.7254 -2.4729 -0.4135 0.20 0.19 0.10 -0.097
Cl 8.1015 -0.0673 -1.2147 -0.21 -0.11 0.16 -0.075
C 1.3378 2.2125 13.0061 0.04 0.08 0.01 0.275
Cl -0.0916 1.2593 13.4472 0.14 0.09 -0.04 -0.106
Cl 1.4281 3.6530 14.0366 -0.01 -0.16 -0.10 -0.109
Cl 2.7967 1.2299 13.2349 -0.15 0.09 -0.01 -0.103
Cl 1.2167 2.7071 11.3066 0.22 -0.62 1.08 0.034
C 2.7946 4.9142 -3.5156 -0.07 0.14 0.06 0.118
Cl 1.2338 4.0905 -3.6956 0.13 0.04 -0.01 -0.038
Cl 3.3975 5.3851 -5.1130 -0.09 -0.10 0.20 -0.092
Cl 2.5943 6.3581 -2.5121 -0.21 -0.18 -0.26 -0.075
Cl 3.9576 3.8164 -2.7416 -0.43 0.37 -0.14 0.067
C 0.0567 -4.4000 7.4272 0.14 -0.08 0.35 0.264
Cl 0.2489 -3.4689 8.9187 -0.05 -0.12 -0.27 -0.067
Cl -1.0616 -5.7448 7.7091 0.12 0.18 -0.04 -0.078
Cl -0.5951 -3.3432 6.1516 0.19 -0.08 0.85 -0.060
Cl 1.6302 -5.0348 6.9162 -0.21 0.09 0.00 -0.101
C -1.2879 4.7066 -14.3718 0.04 0.06 0.00 0.292
Cl -1.9800 3.6744 -13.1039 0.47 0.72 -1.03 0.026
Cl -0.4320 6.0694 -13.6243 -0.08 -0.13 -0.07 -0.111
Cl -0.1512 3.7601 -15.3497 -0.12 0.10 0.11 -0.104
Cl -2.5882 5.3223 -15.4076 0.14 -0.07 0.12 -0.102
C 5.8010 7.8038 0.1973 0.08 -0.03 0.01 0.250
Cl 7.0512 7.3807 1.3817 -0.13 0.03 -0.27 -0.084
Cl 5.1900 6.3249 -0.5656 0.26 0.16 0.21 0.028
Cl 4.4654 8.6363 1.0128 0.16 0.01 -0.18 -0.097
Cl 6.4926 8.8694 -1.0387 -0.09 -0.14 0.13 -0.101
C 7.3530 2.7904 -4.7787 0.02 0.08 -0.11 0.151
Cl 6.9512 4.4800 -5.1303 0.06 -0.19 0.07 -0.093
Cl 6.8383 1.7655 -6.1288 0.06 0.12 0.20 0.039
Cl 9.1037 2.6357 -4.5456 -0.20 -0.01 -0.01 -0.109
Cl 6.5130 2.2745 -3.3056 0.47 -0.23 -0.15 0.055
C -8.2595 5.1148 2.7017 0.04 0.02 -0.02 0.214
Cl -6.9286 4.6223 3.7659 -0.14 0.04 -0.13 -0.013
Cl -8.9555 3.6800 1.9253 0.31 0.88 -0.13 0.022
Cl -9.5088 5.9327 3.6564 0.13 -0.11 -0.11 -0.099
Cl -7.6446 6.2216 1.4602 -0.05 -0.11 0.14 -0.106
C 5.0121 6.5823 4.8999 0.02 0.02 -0.07 0.343
Cl 4.3432 6.7559 6.5304 0.48 0.23 -0.27 -0.096
Cl 6.1985 7.8640 4.5996 -0.21 -0.13 0.23 -0.092
Cl 5.8001 5.0006 4.7502 -0.07 0.15 0.01 -0.102
Cl 3.6984 6.7004 3.7176 0.11 -0.10 0.18 -0.078
C -3.5265 -7.3924 3.6177 -0.33 -0.55 0.17 0.222
Cl -2.8472 -8.8935 2.9732 -0.04 0.31 0.06 -0.092
Cl -2.7598 -5.9946 2.8260 -0.21 -0.97 -0.11 -0.064
Cl -5.2702 -7.3511 3.3130 0.25 0.09 0.01 -0.073
Cl -3.2226 -7.2963 5.3567 0.00 0.03 -0.24 -0.046

---

Number 1: total energy -129494.2443 eV. Number 2: total energy -51340.2455 eV. Number 3: total energy -1082853.6987 eV.